No. 1
DFT (ωB97M-V/def2-TZVPD) results for a structure of composition C63H148Cl6CuN5O29P6 at a distorted geometry.

Each line ends with the Mulliken charge.
Cartesian coordinates (Å):
Cu1 0.5834 -2.9006 0.4512  1.414
C1 -2.5380 0.5484 1.7174  -1.591
C2 -1.7881 -0.2960 0.6970  1.356
C3 -1.6680 0.5082 -0.6212  -0.785
C4 -0.6497 1.6315 -0.5888  0.671
C5 0.6227 1.1143 -0.0863  -0.124
C6 0.7252 0.2431 1.2415  2.160
N1 -0.4386 -0.6903 1.1837  2.387
O1 -0.4609 -1.6228 2.3278  -0.856
C7 0.5984 1.2377 2.4304  0.353
C8 2.1497 -0.5139 1.2250  -0.753
C9 -2.6031 -1.6304 0.2957  -1.718
H1 -2.2806 0.3785 2.7628  -0.121
H2 -3.6118 0.3884 1.6210  0.543
H3 -2.2856 1.6070 1.6564  -0.034
H4 -2.5608 1.1152 -0.7712  0.474
H5 -1.4461 -0.1858 -1.4319  -0.461
H6 -0.8208 2.3389 0.2226  -0.827
H7 -0.3304 2.1712 -1.4804  0.444
H8 1.2110 2.0027 0.1433  -0.341
H9 1.2685 0.6659 -0.8412  -0.938
H10 1.5723 1.6205 2.7354  0.448
H11 0.2081 0.6946 3.2910  -0.915
H12 -0.0638 2.0818 2.2373  -0.712
H13 2.9499 0.2233 1.1592  0.279
H14 2.1215 -1.1344 0.3293  -0.321
H15 2.2684 -1.1521 2.1006  -0.348
H16 -3.5931 -1.3740 -0.0815  0.429
H17 -2.7292 -2.3101 1.1384  0.255
H18 -2.1320 -2.1918 -0.5112  -0.190
C10 4.7168 3.5452 1.3111  0.380
O2 5.3137 3.1551 2.3346  -0.717
N2 3.5901 4.1891 1.3361  0.454
C11 2.6704 4.3548 2.4197  -0.493
C12 3.1042 4.8539 0.1197  -0.797
H19 5.1267 3.4048 0.2989  0.208
H20 1.6316 4.1251 2.1828  -0.183
H21 2.7624 5.3821 2.7722  0.520
H22 2.9658 3.7312 3.2635  0.028
H23 2.1741 4.3778 -0.1908  0.181
H24 2.8335 5.8839 0.3520  0.388
H25 3.6799 4.7499 -0.8000  -0.035
C13 -0.9906 -5.9865 0.4447  -0.321
O3 -0.3052 -4.9996 0.1453  -0.537
N3 -1.5994 -6.1627 1.6432  0.323
C14 -1.3704 -5.1438 2.6998  -0.815
C15 -2.5330 -7.2227 1.7757  -1.188
H26 -1.1236 -6.7450 -0.3422  0.347
H27 -0.3230 -4.8452 2.6575  0.120
H28 -1.5858 -5.6189 3.6569  0.401
H29 -2.0558 -4.3120 2.5369  0.266
H30 -2.1705 -7.9423 2.5097  0.413
H31 -3.5407 -6.9264 2.0669  0.420
H32 -2.5827 -7.7983 0.8514  0.323
C16 3.5020 -4.4221 1.0230  0.025
O4 2.7448 -3.4402 0.9925  -0.800
N4 4.5606 -4.5424 1.9201  0.285
C17 5.6506 -5.4913 1.7847  -0.979
C18 4.7251 -3.5868 3.0278  -0.943
H33 3.5028 -5.2249 0.2695  0.293
H34 5.6315 -6.1082 2.6831  0.357
H35 6.6208 -5.0660 1.5277  0.292
H36 5.2873 -6.1845 1.0261  0.342
H37 4.7234 -4.1245 3.9759  0.480
H38 5.5559 -2.8870 2.9376  0.378
H39 3.8390 -2.9627 3.1433  -0.043
C19 2.5117 6.1277 -3.0647  0.430
O5 2.9294 7.1182 -2.4730  -0.659
N5 1.2006 5.9393 -3.3740  0.211
C20 0.7568 4.6662 -4.0136  -0.724
C21 0.0683 6.8023 -3.0328  -0.852
H40 3.1004 5.2290 -3.3054  0.097
H41 0.3714 3.9902 -3.2504  0.049
H42 1.5605 4.1131 -4.4998  0.145
H43 0.0071 4.9048 -4.7681  0.483
H44 -0.6959 6.2464 -2.4896  0.173
H45 0.3092 7.6359 -2.3730  0.344
H46 -0.4267 7.2218 -3.9086  0.355
Cl1 -6.4145 0.6455 4.0559  -0.208
C22 -5.2006 1.9706 3.8882  0.106
C23 -4.0111 1.7145 4.8185  0.039
Cl2 -4.3898 2.0037 6.5263  -0.187
H47 -5.7402 2.9092 4.0137  0.471
H48 -4.9172 1.9279 2.8365  -0.269
H49 -3.1393 2.2391 4.4275  -0.213
H50 -3.7190 0.6645 4.8060  0.349
Cl3 -6.7519 2.2771 0.8113  -0.191
C24 -6.1966 0.8123 -0.0517  0.670
C25 -6.3528 0.9335 -1.5582  -0.041
Cl4 -8.0313 0.9257 -1.9831  -0.199
H51 -6.6874 -0.0740 0.3503  0.387
H52 -5.1715 0.6149 0.2618  -0.776
H53 -5.9336 0.0596 -2.0570  -0.044
H54 -5.9204 1.8324 -1.9974  0.342
Cl5 0.0703 -3.1873 6.2190  -0.224
C26 1.0696 -1.8075 5.6535  0.820
C27 0.3984 -0.4671 5.9169  0.334
Cl6 -0.1916 -0.2572 7.5541  -0.243
H55 1.0109 -1.8438 4.5657  -0.448
H56 2.0425 -1.7974 6.1450  0.079
H57 -0.5105 -0.1824 5.3868  -0.153
H58 1.1053 0.3519 5.7846  -0.060
C28 7.4780 -0.3064 9.2548  -1.036
C29 6.3198 -1.3191 8.8872  -0.284
O6 5.5004 -0.7628 7.8325  -0.259
P1 4.4922 0.5387 8.0479  0.464
O7 5.1827 1.8069 8.4509  -0.793
O8 3.6801 0.5929 6.6395  0.246
C30 4.4809 0.8151 5.4282  -0.689
C31 4.4090 -0.4378 4.5497  -0.188
O9 3.2791 0.0505 9.0542  -0.206
C32 2.4432 0.9489 9.7203  -0.062
C33 2.0427 0.2789 11.0084  -1.278
H59 8.2341 -0.8462 9.8248  0.393
H60 7.9201 0.0408 8.3209  0.271
H61 7.1380 0.5852 9.7817  0.305
H62 6.6758 -2.2965 8.5615  0.312
H63 5.7283 -1.4904 9.7866  0.255
H64 3.9576 1.6255 4.9208  0.014
H65 5.4632 1.2179 5.6753  0.438
H66 4.5001 -1.3932 5.0664  0.348
H67 3.4119 -0.5032 4.1144  -0.216
H68 5.2549 -0.4300 3.8623  0.464
H69 2.9273 1.8779 10.0213  0.339
H70 1.5732 1.2363 9.1300  0.127
H71 2.9682 0.1211 11.5620  0.315
H72 1.4450 0.8634 11.7078  0.403
H73 1.5388 -0.6550 10.7596  0.272
C34 1.0371 0.7913 -5.1896  -1.029
C35 0.8236 0.0786 -3.8583  2.242
O10 0.7963 -1.3075 -4.2622  -0.573
P2 0.9688 -2.4578 -3.1381  -0.040
O11 0.2150 -2.2098 -1.8654  1.032
O12 2.5805 -2.4423 -2.9207  0.045
C36 3.4253 -2.9315 -3.8994  -0.161
C37 4.7106 -3.2461 -3.2339  -1.121
O13 0.6708 -3.8748 -3.9175  -0.598
C38 -0.6448 -4.0706 -4.3465  1.079
C39 -0.8697 -5.5236 -4.4706  -1.567
H74 0.2062 0.8571 -5.8920  -0.247
H75 1.4519 1.7845 -5.0176  0.331
H76 1.7376 0.2190 -5.7978  0.307
H77 1.7462 0.2433 -3.3017  -1.028
H78 0.1145 0.4806 -3.1347  -0.441
H79 2.9725 -3.7373 -4.4770  0.595
H80 3.5496 -2.1995 -4.6974  -0.091
H81 5.3833 -3.8142 -3.8764  0.448
H82 5.3176 -2.3565 -3.0655  0.174
H83 4.6149 -3.8543 -2.3344  0.150
H84 -1.4037 -3.6434 -3.6910  -0.707
H85 -0.7230 -3.4701 -5.2528  0.179
H86 -0.0387 -6.0488 -4.9414  0.410
H87 -0.9338 -5.9989 -3.4918  0.199
H88 -1.7781 -5.7627 -5.0236  0.406
C40 -8.1735 -6.6352 -3.7685  -1.349
C41 -6.7573 -6.4259 -3.2780  -0.060
O14 -6.8306 -6.4716 -1.8640  -0.199
P3 -5.8699 -7.3271 -0.9218  0.669
O15 -5.9433 -8.7718 -1.1214  -0.794
O16 -4.4320 -6.5376 -1.0066  -0.056
C42 -4.3542 -5.1831 -0.7946  -0.080
C43 -3.6098 -4.6449 -1.9872  -0.291
O17 -6.5259 -6.8786 0.5193  -0.312
C44 -7.7155 -7.5115 1.0566  -0.329
C45 -7.6737 -8.9855 1.3235  -1.047
H89 -8.4255 -7.6865 -3.9081  0.323
H90 -8.8996 -6.2453 -3.0551  0.301
H91 -8.4242 -6.1976 -4.7348  0.396
H92 -6.0065 -7.1314 -3.6340  0.418
H93 -6.3747 -5.4334 -3.5159  0.137
H94 -5.3304 -4.7088 -0.6944  0.642
H95 -3.8215 -5.1319 0.1550  -0.035
H96 -4.2261 -4.8517 -2.8621  0.099
H97 -3.5087 -3.5630 -2.0737  -0.066
H98 -2.6744 -5.1576 -2.2112  -0.003
H99 -7.9615 -7.0879 2.0304  0.324
H100 -8.6057 -7.1314 0.5554  0.302
H101 -7.9320 -9.6342 0.4865  0.297
H102 -6.6998 -9.3720 1.6240  0.256
H103 -8.4267 -9.2558 2.0637  0.387
C46 0.5628 7.8118 5.6632  -1.242
C47 0.4611 7.7533 4.1621  -0.359
O18 -0.2129 6.6248 3.6758  0.008
P4 -1.8056 6.5650 3.5290  0.298
O19 -2.5204 7.7271 4.1319  -0.824
O20 -2.0080 6.2943 1.9639  -0.409
C48 -1.5719 5.0595 1.4555  0.981
C49 -1.8872 5.2129 -0.0223  -1.151
O21 -2.1168 5.0685 4.1677  0.096
C50 -2.1367 4.8364 5.5572  -0.215
C51 -0.9352 4.0366 6.0340  -0.433
H104 1.0928 6.9332 6.0309  0.284
H105 1.0997 8.7233 5.9259  0.418
H106 -0.3479 7.8127 6.2620  0.263
H107 -0.1553 8.5734 3.7938  0.391
H108 1.4274 7.8262 3.6629  0.397
H109 -0.5041 5.0196 1.6710  -0.278
H110 -1.9350 4.1461 1.9265  0.040
H111 -1.3469 6.0845 -0.3916  0.211
H112 -1.6282 4.3369 -0.6170  0.312
H113 -2.9548 5.3269 -0.2101  0.406
H114 -2.2345 5.7874 6.0807  0.418
H115 -3.0670 4.3037 5.7546  0.128
H116 -0.1099 4.7342 6.1772  0.148
H117 -1.0782 3.4431 6.9370  0.439
H118 -0.6665 3.3070 5.2701  -0.279
C52 6.6903 4.9674 -4.1227  -1.210
C53 6.7451 3.7100 -3.2107  0.298
O22 6.2660 2.6472 -3.9838  -0.350
P5 4.9189 1.9128 -3.4685  0.090
O23 3.7339 2.7672 -3.2917  0.310
O24 4.8130 0.6243 -4.5109  -0.145
C54 4.5539 0.8859 -5.9100  -0.139
C55 5.7695 1.6046 -6.6347  -1.246
O25 5.3918 1.2720 -2.0446  -0.381
C56 4.6119 0.2033 -1.4253  1.968
C57 5.2707 -0.1500 -0.1010  -1.116
H119 5.6838 5.2219 -4.4548  0.196
H120 7.0879 5.9119 -3.7513  0.425
H121 7.2130 4.8107 -5.0662  0.320
H122 7.7966 3.6187 -2.9383  0.326
H123 6.2466 3.8751 -2.2555  -0.218
H124 4.4150 -0.1101 -6.3304  0.368
H125 3.6726 1.5026 -6.0869  0.159
H126 6.7540 1.1569 -6.4992  0.325
H127 5.5644 1.6230 -7.7051  0.425
H128 5.7868 2.6509 -6.3295  0.240
H129 3.5991 0.5508 -1.2214  -0.359
H130 4.5340 -0.5852 -2.1738  -1.007
H131 6.3288 -0.2163 -0.3542  0.590
H132 5.0623 0.5772 0.6837  0.062
H133 4.7961 -1.0664 0.2499  0.109
C58 -1.4915 2.9061 -9.0224  -1.297
C59 -1.8785 1.9593 -7.8753  0.628
O26 -2.4733 0.8076 -8.4602  -0.334
P6 -3.9338 0.2998 -7.9636  0.934
O27 -4.4067 -0.9168 -8.6404  -0.751
O28 -4.9134 1.5940 -8.1756  -0.342
C60 -5.3873 1.9011 -9.5142  -0.249
C61 -6.6489 1.0121 -9.6511  -1.081
O29 -3.6827 0.1713 -6.3537  -0.175
C62 -2.9377 -0.9326 -5.8931  -0.656
C63 -3.2316 -1.1169 -4.3942  -0.193
H134 -2.2453 3.0186 -9.8016  0.294
H135 -1.2765 3.9447 -8.7710  0.365
H136 -0.5301 2.5625 -9.4042  0.342
H137 -0.9633 1.7478 -7.3223  -0.291
H138 -2.5551 2.4825 -7.1997  0.312
H139 -5.5752 2.9709 -9.6048  0.313
H140 -4.5744 1.6759 -10.2045  0.283
H141 -6.5138 -0.0004 -9.2706  0.301
H142 -7.3326 1.4010 -8.8965  0.308
H143 -7.0810 0.9791 -10.6512  0.347
H144 -3.2888 -1.8378 -6.3885  0.412
H145 -1.8780 -0.9790 -6.1438  0.300
H146 -4.2537 -1.3755 -4.1176  0.621
H147 -2.6645 -1.9496 -3.9780  -0.452
H148 -2.9041 -0.1809 -3.9418  0.155

Gap between HOMO and LUMO   5.85 eV
Total energy   -310077.8546 eV
HOMO energy   -5.782 eV
Strongest force on any atom   5.01 eV Å⁻¹



No. 2
DFT (ωB97M-V/def2-TZVPD) results for a structure of composition C26H23BrF4NO2PW at a distorted geometry.

Each line ends with the natural charge from an NBO analysis.
Cartesian coordinates (Å):
W1 -1.2630 -0.9772 -0.5026  1.611
N1 -3.3328 -2.0779 -0.8531  -0.845
C1 -3.1638 -3.5450 -0.6716  -0.361
C2 -1.6883 -3.8933 -0.4310  0.781
O1 -1.2683 -4.9695 -0.2016  -0.424
O2 -0.9428 -2.7567 -0.5030  -0.685
H1 -4.0364 -1.7273 -0.2110  0.423
H2 -3.7069 -1.8874 -1.7778  0.428
H3 -3.4860 -4.1034 -1.5486  0.270
H4 -3.7289 -3.9121 0.1827  0.267
F1 2.2086 -0.5993 5.9040  -0.238
C3 1.9552 -0.6525 4.6216  0.323
C4 2.9791 -0.5500 3.6919  0.292
F2 4.2227 -0.4033 4.0867  -0.245
C5 2.6799 -0.6092 2.3404  0.425
F3 3.6893 -0.5421 1.4816  -0.285
C6 1.3797 -0.7524 1.8560  -0.463
P1 1.1388 -0.7044 0.0265  0.979
C7 2.0655 -2.1134 -0.6149  -0.414
C8 2.4213 -3.1895 0.1929  -0.124
C9 3.1485 -4.2360 -0.3500  -0.201
C10 3.5087 -4.2155 -1.6907  -0.150
C11 3.1129 -3.1637 -2.5065  -0.191
C12 2.3851 -2.1126 -1.9755  -0.194
C13 1.9146 0.8259 -0.5481  -0.414
C14 1.1509 1.9934 -0.4458  -0.135
C15 1.6920 3.2071 -0.8322  -0.220
C16 2.9856 3.2576 -1.3314  -0.134
C17 3.7401 2.0977 -1.4436  -0.192
C18 3.2121 0.8782 -1.0544  -0.162
C19 0.3775 -0.8725 2.8194  -0.126
Br1 -1.4740 -1.1646 2.4087  0.184
C20 0.6517 -0.8260 4.1746  0.362
F4 -0.3297 -0.9500 5.0549  -0.273
H5 2.1377 -3.2184 1.2381  0.214
H6 3.4344 -5.0695 0.2770  0.243
H7 4.0988 -5.0226 -2.1033  0.244
H8 3.3733 -3.1577 -3.5563  0.242
H9 2.0714 -1.2894 -2.6069  0.227
H10 0.1427 1.9451 -0.0529  0.202
H11 1.1065 4.1127 -0.7445  0.233
H12 3.4123 4.2051 -1.6327  0.242
H13 4.7493 2.1387 -1.8300  0.245
H14 3.8082 -0.0188 -1.1361  0.240
C21 -4.2950 3.2725 0.7831  -0.582
C22 -3.4299 3.1941 -0.4918  -0.195
C23 -2.3060 4.2497 -0.4373  -0.585
C24 -4.2920 3.3920 -1.7550  -0.583
C25 -2.8150 1.8892 -0.5490  0.405
C26 -2.2356 0.8008 -0.5781  -0.723
H15 -4.7909 4.2421 0.8111  0.244
H16 -3.6758 3.1728 1.6746  0.221
H17 -5.0588 2.4953 0.7973  0.222
H18 -2.7540 5.2428 -0.4480  0.245
H19 -1.6458 4.1645 -1.3013  0.222
H20 -1.7203 4.1471 0.4769  0.218
H21 -4.7028 4.4007 -1.7411  0.243
H22 -5.1183 2.6823 -1.7836  0.223
H23 -3.6937 3.2758 -2.6586  0.226

Gap between HOMO and LUMO (spin up / spin down)   6.28 / 6.63 eV
Charge   +2
2S+1   3
Total energy   -124928.4922 eV
HOMO energy (spin up / spin down)   -14.800 / -14.879 eV
Strongest force on any atom   2.33 eV Å⁻¹



No. 3
DFT (ωB97M-V/def2-TZVPD) results for the molecule C2H6ClIOSi at a distorted geometry.

Each line ends with the natural charge from an NBO analysis.
Cartesian coordinates (Å):
C1 -0.9271 0.1989 -1.9554  -0.250
C2 0.0937 -0.4918 2.0356  -1.143
O1 -0.0739 -0.5187 -1.0084  -0.948
Si1 0.7141 0.0413 0.2669  1.640
Cl1 0.5724 2.3122 0.2799  -0.449
I1 2.9174 -0.9396 -0.0307  -0.205
H1 -0.4047 0.3381 -2.8104  0.181
H2 -1.0401 1.3075 -1.6817  0.204
H3 -1.8286 -0.3691 -2.2946  0.202
H4 -0.8482 -1.1266 2.0666  0.258
H5 0.9241 -1.1570 2.5311  0.259
H6 -0.0992 0.4049 2.6012  0.252

Gap between HOMO and LUMO   10.28 eV
Structure (SMILES)   CO[Si@](C)(Cl)I
Total energy   -32722.2877 eV
HOMO energy   -9.937 eV
Strongest force on any atom   3.54 eV Å⁻¹



Question: Which of these has the highest total energy?
Answer: C2H6ClIOSi